No. 1
49
Properties=species:S:1:pos:R:3:lowdin_charge:R:1 method="wB97M-V/def2-TZVPD" e_lumo_ev=0.5561 energy_ev=-42072.66668 smiles="NS(=O)(=O)c1ccc(NC(=O)COC(=O)CCC2CCCCC2)cc1"
N -7.8371 1.0388 -1.3806 -0.0592
S -7.3874 0.9630 0.2445 0.6181
O -8.2738 0.0514 0.9073 -0.3005
O -7.2706 2.3091 0.7256 -0.3025
C -5.7718 0.2361 0.0990 -0.3025
C -5.6412 -1.1377 0.0893 -0.0439
C -4.3914 -1.7093 -0.0659 0.0143
C -3.2735 -0.8878 -0.2114 -0.1974
N -1.9824 -1.3852 -0.3787 0.1436
C -1.5673 -2.6757 -0.4093 -0.4225
O -2.2697 -3.6554 -0.3336 0.0912
C -0.0412 -2.7912 -0.5921 -0.0471
O 0.7022 -2.3382 0.5379 0.0357
C 0.9642 -1.0379 0.6609 -0.4795
O 0.5168 -0.1946 -0.0836 0.0887
C 1.9003 -0.7756 1.8057 -0.0745
C 3.3579 -0.8788 1.3246 -0.1464
C 3.7580 0.2090 0.3211 -0.3379
C 5.0818 -0.1606 -0.3532 -0.1744
C 5.4923 0.8995 -1.3707 -0.2035
C 5.6192 2.2631 -0.7003 -0.2108
C 4.3050 2.6404 -0.0256 -0.2000
C 3.8973 1.5775 0.9906 -0.1665
C -3.4217 0.5019 -0.1919 0.0008
C -4.6737 1.0626 -0.0382 -0.0533
H -8.0159 1.9859 -1.6721 0.0618
H -8.6228 0.4404 -1.5770 0.0623
H -6.5224 -1.7454 0.2161 0.1161
H -4.2714 -2.7798 -0.0743 0.1035
H -1.2555 -0.6734 -0.4618 0.1075
H 0.2606 -2.2261 -1.4820 0.1402
H 0.2128 -3.8464 -0.7049 0.1390
H 1.7043 0.2196 2.2023 0.1201
H 1.7236 -1.5243 2.5775 0.1273
H 3.5009 -1.8620 0.8696 0.1200
H 4.0111 -0.8198 2.1976 0.1237
H 2.9852 0.2812 -0.4512 0.1379
H 4.9867 -1.1292 -0.8501 0.1145
H 5.8592 -0.2523 0.4093 0.1228
H 6.4413 0.6197 -1.8330 0.1079
H 4.7387 0.9537 -2.1598 0.1145
H 5.8900 3.0190 -1.4401 0.1073
H 6.4144 2.2267 0.0480 0.1132
H 4.4052 3.6071 0.4723 0.1087
H 3.5224 2.7330 -0.7820 0.1162
H 2.9526 1.8690 1.4522 0.1091
H 4.6541 1.5181 1.7771 0.1240
H -2.5493 1.1305 -0.2957 0.1182
H -4.8180 2.1304 -0.0093 0.1143

***

No. 2
50
Properties=species:S:1:pos:R:3:lowdin_charge:R:1 method="wB97M-V/def2-TZVPD" e_lumo_ev=-1.3377 energy_ev=-35319.96604 smiles="C=C[C@@H](C#N)[C@@H](C#N)C[C@H](C)O.C[C@@H]1COC(=O)O1.C[C@@H]1COC(=O)O1"
C -0.6453 -1.5041 4.3332 -0.0359
C -0.7339 -2.5426 3.2341 -0.1223
C -1.1089 -2.0042 1.6957 -0.2284
C -2.3137 -0.9073 1.8921 -0.0870
N -3.0662 0.1710 1.9107 0.1027
C 0.2801 -1.4027 1.0627 -0.2401
C 1.2869 -2.7199 0.8440 -0.1022
N 1.9771 -3.8188 0.6180 0.0610
C 0.1218 -0.7193 -0.4244 -0.1172
C -0.4947 0.8084 -0.4117 -0.3593
C -1.9471 0.7144 -1.2342 -0.0668
O 0.3854 1.6530 -1.2410 -0.1180
H -1.5403 -1.1824 5.0153 0.0782
H 0.4198 -0.9809 4.4333 0.0793
H -0.5731 -3.6956 3.4480 0.1162
H -1.4210 -2.9534 1.0714 0.1566
H 0.8342 -0.7202 1.8400 0.1167
H -0.4267 -1.4587 -1.1532 0.1283
H 1.2313 -0.6142 -0.8529 0.1350
H -0.6492 1.2395 0.6903 0.1373
H -2.3689 1.8226 -1.2565 0.0981
H -2.6997 -0.0345 -0.7387 0.0716
H -1.6862 0.3369 -2.3116 0.0662
H 1.2370 1.8887 -0.7673 0.1011
C 0.7928 -4.0377 -5.4136 -0.0220
C -0.0514 -2.7873 -5.5546 -0.3533
C 0.5825 -1.5678 -4.9564 -0.1149
O -0.5374 -0.7807 -4.5938 0.0573
C -1.5689 -1.6495 -4.3732 -0.5092
O -2.6281 -1.3453 -3.8543 0.1268
O -1.2538 -2.9070 -4.8103 0.0858
H 0.8783 -4.3418 -4.3637 0.0955
H 0.3202 -4.8732 -5.9411 0.0867
H 1.7960 -3.8917 -5.8248 0.0910
H -0.3165 -2.6257 -6.6065 0.1607
H 1.2117 -1.0340 -5.6750 0.1440
H 1.1696 -1.7761 -4.0552 0.1415
C -0.1782 5.1303 3.6990 -0.0191
C 0.7707 3.9592 3.8549 -0.3488
C 2.1761 4.2691 3.4358 -0.1134
O 2.6638 3.0053 3.0233 0.0727
C 1.5774 2.2817 2.6187 -0.4814
O 1.6379 1.2247 2.0165 0.1108
O 0.4125 2.9028 2.9775 0.0871
H -0.3272 5.3816 2.6422 0.0965
H -1.1647 4.8721 4.0985 0.0900
H 0.1884 6.0154 4.2271 0.0920
H 0.7344 3.5763 4.8819 0.1627
H 2.7766 4.6626 4.2613 0.1454
H 2.2386 4.9610 2.5887 0.1444

***

No. 3
52
Properties=species:S:1:pos:R:3:lowdin_charge:R:1 method="wB97M-V/def2-TZVPD" e_lumo_ev=0.4590 energy_ev=-57001.41367 smiles="COC(=O)CCSCC(=O)Nc1ccc(S(=O)(=O)N2CCOCC2)cc1OC"
C -1.8858 -2.2446 -1.6042 -0.0225
O -3.1067 -2.4356 -0.8988 -0.0161
C -3.9637 -1.4203 -0.8355 -0.5074
O -3.7798 -0.3432 -1.3481 0.0903
C -5.1996 -1.8158 -0.0590 -0.1416
C -6.2621 -0.7237 -0.0552 -0.4528
S -6.1937 0.3721 1.4000 0.8917
C -4.7332 1.3794 1.0137 -0.3872
C -3.4388 0.6200 1.2535 -0.5312
O -3.3649 -0.3654 1.9478 0.0594
N -2.3805 1.1983 0.6143 0.1488
C -1.0968 0.6816 0.4703 -0.1353
C -0.6060 -0.3751 1.2249 0.0087
C 0.6739 -0.8608 0.9966 -0.0615
C 1.4498 -0.2787 0.0201 -0.2852
S 3.0956 -0.8669 -0.3323 0.6809
O 3.3390 -2.0607 0.4300 -0.2821
O 3.2782 -0.9227 -1.7540 -0.2813
N 3.9897 0.4467 0.2246 -0.2323
C 5.2395 0.6975 -0.4694 -0.1683
C 6.3480 -0.2110 0.0662 -0.1840
O 6.4915 -0.0578 1.4616 -0.1260
C 5.2972 -0.3968 2.1340 -0.1876
C 4.1349 0.4865 1.6671 -0.1630
C 0.9927 0.7877 -0.7368 0.0080
C -0.2816 1.2800 -0.5205 -0.1923
O -0.8433 2.3194 -1.1999 -0.0838
C -0.1010 2.9130 -2.2418 -0.0638
H -1.9535 -1.3568 -2.2354 0.0926
H -1.0707 -2.1244 -0.8891 0.0831
H -1.7210 -3.1331 -2.2112 0.0967
H -4.8862 -2.0496 0.9614 0.1159
H -5.5879 -2.7352 -0.5016 0.1272
H -6.1798 -0.0992 -0.9456 0.0792
H -7.2601 -1.1563 -0.0089 0.0705
H -4.8083 1.7183 -0.0191 0.0824
H -4.7800 2.2352 1.6887 0.0854
H -2.5727 1.9599 -0.0235 0.1429
H -1.2376 -0.8235 1.9734 0.1117
H 1.0669 -1.6934 1.5570 0.1172
H 5.0632 0.5083 -1.5276 0.1134
H 5.5044 1.7484 -0.3144 0.1327
H 7.3138 0.0494 -0.3700 0.1290
H 6.1001 -1.2555 -0.1755 0.1298
H 5.4941 -0.2479 3.1970 0.1294
H 5.0422 -1.4483 1.9446 0.1144
H 3.1966 0.1465 2.1061 0.1179
H 4.3160 1.5276 1.9545 0.1335
H 1.6520 1.1868 -1.4882 0.1129
H 0.8160 3.3741 -1.8641 0.1002
H -0.7487 3.6818 -2.6600 0.0972
H 0.1488 2.1843 -3.0176 0.1022

***

No. 4
52
Properties=species:S:1:pos:R:3:lowdin_charge:R:1 method="wB97M-V/def2-TZVPD" e_lumo_ev="-6.7317 / -8.1949" total_charge=+2 energy_ev=-38076.94830 spin_multiplicity=3
W 0.2326 0.1426 0.3168 1.8162
O 2.0580 -1.3700 3.3998 0.1967
C 1.5494 -0.4838 2.7944 -0.5264
O 1.7969 -0.2266 1.4843 -0.2212
C 0.6423 0.5828 3.4432 -0.0592
C 1.0021 1.9563 2.8351 -0.2121
C 0.5493 3.0833 3.7489 -0.0677
C -0.9877 2.9917 3.6132 -0.0604
C -1.1615 1.9089 2.5552 -0.2140
O 0.0470 2.0292 1.7083 -0.1675
C -0.8998 0.4949 3.1039 -0.0509
C -1.1043 -0.4282 1.9108 -0.5816
O -0.4194 -1.4657 1.7366 0.0581
O -1.7501 0.0177 0.8701 -0.0824
H 0.8189 0.5364 4.5136 0.1732
H 2.0168 2.0396 2.4617 0.1657
H 0.9302 4.0413 3.4013 0.1307
H 0.9005 2.9297 4.7663 0.1363
H -1.4216 3.9310 3.2803 0.1305
H -1.4799 2.7063 4.5410 0.1376
H -2.0575 2.0005 1.9557 0.1614
H -1.5131 0.2079 3.9559 0.1846
N 2.0882 0.6945 -0.8786 -0.0547
C 2.0201 0.6987 -2.3705 -0.1939
C 1.1624 1.8531 -2.8656 -0.1618
C -0.3233 1.6460 -2.6252 -0.1822
N -0.6430 1.6000 -1.1606 -0.0454
H 2.4829 1.5894 -0.5957 0.1246
H 2.7841 0.0131 -0.5820 0.1103
H 1.6080 -0.2549 -2.6999 0.1149
H 3.0259 0.7883 -2.7797 0.1357
H 1.3177 1.9714 -3.9377 0.1377
H 1.4946 2.7853 -2.3951 0.1281
H -0.6564 0.7146 -3.0840 0.1171
H -0.8827 2.4594 -3.0865 0.1380
H -1.6461 1.4303 -1.0738 0.1156
H -0.5082 2.5425 -0.7952 0.1206
N -2.9158 -4.1703 -3.4472 0.2115
C -2.2919 -2.9975 -3.2569 -0.4914
O -2.5851 -1.9481 -3.7931 0.0820
C -1.1272 -2.9976 -2.2871 -0.0742
C -0.2572 -4.0520 -2.0339 0.0575
C 0.8222 -3.8372 -1.1837 0.0163
C 1.0056 -2.5964 -0.6180 -0.0704
N 0.1692 -1.5620 -0.8727 -0.1098
C -0.8776 -1.7836 -1.6839 -0.0444
H -3.6961 -4.1999 -4.0858 0.1371
H -2.7135 -4.9948 -2.9114 0.1143
H -0.4020 -5.0185 -2.4999 0.1374
H 1.5194 -4.6325 -0.9617 0.1349
H 1.8252 -2.4060 0.0633 0.1293
H -1.5485 -0.9611 -1.8948 0.1181